(1)
{
  "formula": "C4H4F2NO",
  "method": "ωB97M-V/def2-TZVPD",
  "mol_weight_da": 120.08,
  "smiles": "CC(=[N+]=O)/C(F)=C/F",
  "homo_lumo_gap_ev": 8.2775,
  "charge": 1,
  "symbols": ["C", "C", "C", "C", "N", "O", "F", "F", "H", "H", "H", "H"],
  "coordinates": [[-0.6890, -0.6717, -0.2465], [0.2132, 0.4179, -0.0195], [-0.7516, -1.4789, 0.8387], [1.0520, 1.0690, -1.0937], [-0.0751, 0.6904, 1.1536], [-0.0971, 0.9808, 2.2821], [-1.5769, -0.5233, -1.1983], [-1.8270, -2.3688, 0.8883], [-0.0880, -1.6382, 1.5952], [1.5770, 1.9616, -0.7401], [0.4648, 1.2692, -2.0383], [1.7976, 0.2921, -1.4216]]
}

---

(2)
{
  "formula": "CH5N3O",
  "method": "ωB97M-V/def2-TZVPD",
  "mol_weight_da": 75.07,
  "smiles": "NNC(N)=O",
  "homo_lumo_gap_ev": 10.2837,
  "charge": 0,
  "symbols": ["C", "H", "H", "H", "H", "H", "N", "N", "N", "O"],
  "coordinates": [[-0.9250, -0.3030, -0.0609], [1.5565, -0.0088, 1.0390], [1.8950, 0.4653, -0.7093], [0.4048, -1.8132, -0.2823], [-0.1005, 1.4349, 0.0317], [-1.9660, 1.3929, 0.1409], [1.6558, -0.2506, 0.0696], [0.3838, -0.8443, -0.1885], [-1.0320, 1.0259, -0.0990], [-1.8724, -1.0991, 0.0589]]
}

---

(3)
{
  "formula": "CH3O4P",
  "method": "ωB97M-V/def2-TZVPD",
  "mol_weight_da": 110.00,
  "homo_lumo_gap_ev": 11.4215,
  "charge": 0,
  "symbols": ["C", "O", "O", "O", "O", "P", "H", "H", "H"],
  "coordinates": [[0.8405, -0.5160, -0.6052], [-1.2089, -1.4811, 1.1140], [-0.5919, 1.8351, 0.4566], [-0.0464, 0.9370, 1.4291], [-1.4712, 0.9018, -0.1480], [-0.5689, -0.3248, 0.4945], [0.6213, 0.4632, -1.1843], [1.8790, -0.4016, -0.3209], [0.5464, -1.4137, -1.2358]]
}

---

(4)
{
  "formula": "C6H10",
  "method": "ωB97M-V/def2-TZVPD",
  "mol_weight_da": 82.15,
  "smiles": "C[C@H]1C[C@H]2C[C@H]21",
  "homo_lumo_gap_ev": 10.7122,
  "charge": 0,
  "symbols": ["C", "C", "C", "C", "C", "C", "H", "H", "H", "H", "H", "H", "H", "H", "H", "H"],
  "coordinates": [[-0.5788, -1.4976, 1.2307], [-0.1065, -0.8523, -0.0866], [-0.9815, 0.2041, -0.8186], [0.3121, 0.9743, -1.1370], [0.8013, 1.6375, 0.1037], [1.0648, 0.1474, -0.1233], [-1.5734, -1.9731, 1.2203], [0.1314, -2.2610, 1.5616], [-0.6165, -0.7352, 2.0207], [0.3238, -1.5232, -0.8573], [-1.5920, -0.1401, -1.6557], [-1.6351, 0.7899, -0.1519], [0.6703, 1.2070, -2.1293], [0.1234, 1.9870, 0.8811], [1.6964, 2.2645, -0.0022], [2.1026, -0.1726, -0.0780]]
}

---

(5)
{
  "formula": "C4H13NO3",
  "method": "ωB97M-V/def2-TZVPD",
  "mol_weight_da": 123.15,
  "smiles": "CCNCC=O.O.O",
  "homo_lumo_gap_ev": 10.0211,
  "charge": 0,
  "symbols": ["C", "C", "N", "C", "C", "O", "H", "H", "H", "H", "H", "H", "H", "H", "H", "H", "H", "O", "H", "H", "O"],
  "coordinates": [[-2.1518, 2.1841, 1.3799], [-1.7538, 0.6998, 1.6061], [-0.3658, 0.3828, 1.2673], [0.2884, -0.3404, 2.3322], [1.6410, -0.8392, 1.9214], [2.2944, -0.4143, 1.0115], [-1.2579, 2.7884, 1.5111], [-2.8590, 2.4290, 2.1639], [-2.6071, 2.3306, 0.4050], [-2.4408, 0.0258, 1.1059], [-1.9602, 0.4997, 2.6643], [0.1589, 1.1815, 0.9444], [0.3969, 0.2719, 3.2480], [-0.2647, -1.2008, 2.7131], [1.9900, -1.6986, 2.5344], [0.2174, -0.3486, -5.1960], [0.1815, -1.7519, -5.7898], [0.2113, -0.8189, -6.0378], [0.5385, -1.0969, -0.9672], [-0.3702, -0.1976, -1.7219], [0.3686, -0.7972, -1.8739]]
}